[1]
A molecular structure, C10H13N4OPPtS in a non-equilibrium geometry, computed with wB97M-V/def2-TZVPD.

Properties
2S+1 ... 1
Orbital gap ... 8.08 eV
ΔE to the lowest compared entry with this formula, charge and spin ... 58.49 kJ/mol

Structure (XYZ):
```
31
Properties=species:S:1:pos:R:3:forces:R:3:mulliken_charge:R:1
Pt -0.147 0.214 -1.790 0.8 -0.5 0.8 0.544
S 0.952 -0.580 -3.633 -0.3 0.1 -0.3 -0.360
C 0.370 -2.087 -2.975 0.0 0.1 -0.2 0.497
C 0.537 -3.409 -3.370 0.0 0.0 0.0 -0.738
C -0.110 -4.381 -2.632 0.0 0.0 0.0 -0.032
C -0.895 -4.032 -1.532 0.0 0.0 0.0 -0.763
C -1.002 -2.702 -1.187 0.0 0.0 0.0 0.082
N -0.373 -1.769 -1.902 0.0 0.0 0.0 -0.237
H 1.147 -3.648 -4.229 0.0 0.0 0.0 0.393
H -0.008 -5.422 -2.909 0.0 0.0 0.0 0.382
H -1.411 -4.782 -0.951 0.0 0.0 0.0 0.364
H -1.575 -2.356 -0.339 0.0 0.0 0.0 0.450
C 0.481 -0.377 3.103 0.0 -0.1 0.0 -1.150
P 0.022 0.746 1.778 -0.1 0.2 0.1 0.883
C -1.456 1.608 2.327 0.0 0.0 -0.1 -1.133
C 1.314 1.981 1.709 0.1 0.0 0.0 -0.820
O -0.183 -0.021 0.497 -0.4 0.2 -0.4 -0.753
H 0.614 0.165 4.040 0.0 0.0 0.0 0.368
H 1.414 -0.874 2.837 0.0 0.0 0.0 0.347
H -0.295 -1.132 3.227 0.0 0.0 0.0 0.350
H -1.277 2.116 3.274 0.0 0.0 0.0 0.386
H -2.273 0.896 2.443 0.0 0.0 0.0 0.346
H -1.733 2.349 1.577 0.0 0.0 0.0 0.327
H 1.444 2.453 2.683 0.0 0.0 0.0 0.386
H 1.050 2.757 0.995 0.0 0.1 -0.1 -0.007
H 2.249 1.514 1.398 0.0 0.0 0.0 0.334
N 0.189 2.174 -1.827 -0.1 0.0 0.1 -0.464
C 0.346 3.305 -1.598 0.0 0.0 0.0 0.702
N 0.561 4.553 -1.427 0.0 0.0 -0.1 -0.680
C 0.181 5.109 -0.286 0.0 -0.1 0.0 0.564
N -0.132 5.630 0.700 0.0 0.0 0.0 -0.564
```
Forces are in eV/Å.

***

[2]
C10H13NO3 in the gas phase in a non-equilibrium geometry, computed with wB97M-V/def2-TZVPD.

Properties
SMILES ... C=C1OC=C2NC(=O)[C@H](CCC)[C@H]2O1
2S+1 ... 1
Orbital gap ... 9.04 eV
ΔE to the lowest compared entry with this formula, charge and spin ... 306.28 kJ/mol

Structure (XYZ):
```
27
Properties=species:S:1:pos:R:3:forces:R:3:mulliken_charge:R:1
C -3.773 1.001 -1.155 2.8 -2.0 0.1 -1.152
C -2.856 0.076 -1.433 -0.7 1.3 0.1 0.643
O -3.077 -0.861 -2.426 0.8 0.8 1.5 -0.405
C -1.999 -1.663 -2.823 -3.7 1.1 -1.4 -0.629
C -0.978 -1.760 -2.056 0.3 -0.9 0.8 0.117
N 0.164 -2.522 -2.188 -0.2 -0.2 -0.7 0.006
C 1.201 -1.948 -1.545 0.4 0.6 1.7 0.071
O 2.328 -2.362 -1.436 -0.1 0.1 -0.4 -0.627
C 0.570 -0.719 -0.773 2.9 1.2 -1.2 0.319
C 1.233 -0.499 0.577 -1.7 0.4 0.2 -1.037
C 1.215 0.995 0.897 -0.9 -0.5 3.4 -0.148
C 2.284 1.369 1.952 0.0 -2.0 -0.7 -1.349
C -0.871 -0.989 -0.806 -0.8 0.4 2.0 0.421
O -1.680 0.202 -0.753 0.8 -1.8 -1.3 -0.387
H -4.623 0.863 -1.662 -3.4 0.4 -1.5 0.410
H -3.517 1.629 -0.369 -0.2 1.3 1.1 0.327
H -2.411 -2.013 -3.756 1.3 -0.9 -0.3 0.451
H 0.178 -3.356 -2.737 0.4 -0.3 -0.2 0.224
H 0.752 0.228 -1.400 -0.1 -1.4 0.5 0.159
H 0.769 -1.180 1.328 -0.1 0.7 -0.2 0.376
H 2.236 -0.801 0.605 1.6 -0.6 -0.6 0.491
H 1.632 1.524 0.098 -0.5 0.8 -1.9 0.354
H 0.186 1.330 1.294 1.5 -0.2 -1.3 0.153
H 3.097 0.649 1.805 0.3 0.3 -0.1 0.339
H 1.993 1.152 2.958 -0.4 0.6 0.8 0.361
H 2.658 2.342 1.724 0.2 0.8 0.6 0.380
H -1.055 -1.544 0.159 -0.5 -0.1 -1.1 0.131
```
Forces are in eV/Å.

***

[3]
A gas-phase ion, C10H13NO3P (charge +1) in a non-equilibrium geometry, computed with wB97M-V/def2-TZVPD.

Properties
SMILES ... CO[P@]12=[N+](C[C@H](C)O1)c1ccccc1O2
Net charge ... +1
2S+1 ... 1
Orbital gap ... 9.51 eV
ΔE to the lowest compared entry with this formula, charge and spin ... 41.27 kJ/mol

Structure (XYZ):
```
28
Properties=species:S:1:pos:R:3:forces:R:3:mulliken_charge:R:1
C 1.374 -3.226 -0.804 -0.4 -0.4 4.0 -0.695
O 1.848 -1.925 -0.295 0.6 -0.2 -0.9 -0.255
P 0.997 -0.805 0.282 -1.2 5.0 0.5 0.810
N 0.113 0.591 -0.547 3.3 -0.6 1.9 -0.074
C 0.728 1.899 0.064 0.2 -1.7 -0.6 -0.727
C 1.983 1.554 0.880 0.9 -0.3 -0.8 0.462
C 3.252 1.767 0.036 -2.2 3.8 -1.4 -1.530
O 1.948 0.129 1.219 -1.3 -2.5 -1.1 -0.425
C -1.246 0.405 -0.278 -0.2 -3.1 1.4 0.416
C -2.311 1.048 -0.844 -0.2 -0.1 0.6 -0.557
C -3.579 0.618 -0.481 -0.7 -0.3 -0.4 -0.519
C -3.831 -0.460 0.331 2.6 -0.5 0.7 -0.673
C -2.769 -1.210 0.874 2.0 -0.4 0.3 -0.528
C -1.491 -0.781 0.581 0.0 2.1 -1.9 0.615
O -0.273 -1.509 0.856 -0.9 0.4 0.5 -0.386
H 0.388 -3.396 -0.450 -1.1 0.2 0.6 0.299
H 1.925 -4.012 -0.290 0.7 0.3 -0.5 0.305
H 1.258 -3.302 -1.802 0.8 0.3 -3.5 0.382
H 0.017 2.381 0.723 -0.4 0.2 -0.5 0.332
H 1.122 2.449 -0.779 -0.7 0.7 0.0 0.444
H 2.018 2.078 1.846 0.0 -0.3 -0.4 0.360
H 3.560 2.866 -0.013 -0.3 -1.3 0.9 0.373
H 3.120 1.669 -1.046 -0.7 -0.8 0.0 0.390
H 4.027 1.174 0.283 2.7 -1.8 1.3 0.463
H -2.292 1.877 -1.531 0.7 0.1 -0.1 0.453
H -4.353 1.120 -1.019 -0.8 0.2 0.2 0.385
H -4.696 -0.869 0.706 -2.7 0.0 -0.1 0.464
H -2.838 -2.130 1.498 -0.5 0.9 -0.6 0.417
```
Forces are in eV/Å.

***

[4]
A molecular structure, C10H13NO4S2 in a non-equilibrium geometry, computed with wB97M-V/def2-TZVPD.

Properties
2S+1 ... 1
Orbital gap ... 5.72 eV
ΔE to the lowest compared entry with this formula, charge and spin ... 619.29 kJ/mol

Structure (XYZ):
```
30
Properties=species:S:1:pos:R:3:forces:R:3:mulliken_charge:R:1
C 3.168 -0.095 -3.069 0.0 -0.3 0.0 -0.895
N 2.448 0.918 -2.290 -2.7 0.1 -0.4 0.286
C 3.031 2.262 -2.353 0.0 0.3 0.2 -0.902
C 1.120 0.778 -2.090 2.7 0.7 -2.5 -1.085
H 4.205 0.237 -3.122 -0.1 -0.4 0.1 0.324
H 3.082 -1.073 -2.594 0.1 0.1 0.0 0.349
H 2.773 -0.161 -4.097 0.1 0.1 0.4 0.360
H 4.093 2.130 -2.560 -0.1 0.3 0.3 0.333
H 2.590 2.850 -3.176 0.1 -0.3 0.3 0.359
H 2.868 2.793 -1.413 0.1 -0.1 -0.1 0.348
H 0.587 1.728 -1.939 -0.1 -0.7 -0.2 0.525
H 0.702 -0.166 -2.459 -0.2 0.8 0.1 0.554
C -2.600 -1.697 3.856 0.8 -0.1 -0.2 -0.509
C -1.364 -1.730 3.206 -0.2 0.2 -0.4 -0.659
C -1.227 -1.044 1.991 0.3 -0.3 0.4 0.258
C -2.261 -0.331 1.450 -0.2 0.0 0.1 0.241
C -3.498 -0.280 2.113 0.4 -0.1 -0.3 -0.609
C -3.656 -0.978 3.313 0.0 0.4 -0.6 -0.528
S -1.834 0.476 -0.113 -0.3 -0.4 0.7 1.183
O -2.671 -0.166 -1.104 -0.1 0.8 -0.2 -0.648
O -1.908 1.897 0.142 -0.5 0.5 -0.8 -0.670
C -0.229 -0.019 -0.222 0.6 -0.1 -0.5 -0.021
S 0.282 -0.995 1.021 -0.8 -0.3 0.6 1.118
O 1.258 -0.274 1.804 1.0 -0.6 0.2 -0.672
O 0.512 -2.344 0.555 0.8 -0.2 0.5 -0.677
H -2.717 -2.238 4.788 0.0 0.1 0.0 0.380
H -0.518 -2.273 3.605 -0.1 0.0 0.1 0.405
H -4.310 0.289 1.682 -0.1 0.0 0.0 0.412
H -4.610 -0.956 3.823 0.0 0.0 0.0 0.377
H 0.682 0.463 -0.747 -1.6 -0.3 2.4 0.062
```
Forces are in eV/Å.

***

[5]
C10H13NOS in the gas phase, computed with wB97M-V/def2-TZVPD.

Properties
SMILES ... c1cc2c(s1)CC[C@@H]1NCCO[C@H]21
2S+1 ... 1
Orbital gap ... 9.57 eV
ΔE to the lowest compared entry with this formula, charge and spin ... 109.14 kJ/mol

Structure (XYZ):
```
26
Properties=species:S:1:pos:R:3:forces:R:3:mulliken_charge:R:1
C 0.435 0.449 -3.143 -0.3 -0.1 0.2 -0.216
C 1.091 0.029 -2.028 -0.6 0.2 -0.3 -1.302
C 0.228 -0.065 -0.894 0.3 -0.2 0.2 -0.205
C -1.052 0.281 -1.171 -0.5 0.1 -0.2 0.417
S -1.243 0.721 -2.832 0.3 -0.1 0.3 -0.234
C -2.176 0.299 -0.176 -0.2 -0.8 -0.1 -0.462
C -1.585 0.379 1.223 0.1 0.2 0.8 -0.987
C -0.509 -0.696 1.456 -0.1 0.3 -0.5 0.219
N 0.006 -0.571 2.820 -0.2 -0.4 0.2 -0.444
C 1.375 -1.060 2.949 0.2 0.7 0.1 -0.566
C 2.276 -0.100 2.135 -0.2 0.4 0.8 -0.436
O 1.618 0.399 0.973 0.1 -0.1 0.2 -0.402
C 0.676 -0.528 0.465 0.1 -0.7 -0.1 0.447
H 0.793 0.592 -4.147 0.2 0.0 0.0 0.445
H 2.133 -0.199 -2.008 0.5 -0.1 0.0 0.431
H -2.835 1.138 -0.362 -0.2 0.2 0.0 0.397
H -2.794 -0.628 -0.274 0.4 0.6 0.0 0.305
H -2.376 0.278 2.009 0.5 0.1 -0.6 0.310
H -1.102 1.365 1.375 -0.2 -0.4 -0.1 0.265
H -0.972 -1.683 1.256 0.2 0.1 0.1 0.156
H -0.625 -1.057 3.456 0.3 0.2 -0.1 0.295
H 1.520 -2.079 2.595 -0.1 -0.4 -0.1 0.303
H 1.686 -1.036 4.008 -0.2 0.0 -0.4 0.361
H 3.209 -0.614 1.875 0.0 0.1 -0.1 0.256
H 2.510 0.789 2.766 -0.1 -0.6 -0.5 0.355
H 1.198 -1.518 0.342 -0.4 0.6 0.1 0.292
```
Forces are in eV/Å.

***

[6]
C10H13NOS2 in the gas phase in a non-equilibrium geometry, computed with wB97M-V/def2-TZVPD.

Properties
2S+1 ... 1
Orbital gap ... 9.79 eV
ΔE to the lowest compared entry with this formula, charge and spin ... 330.44 kJ/mol

Structure (XYZ):
```
27
Properties=species:S:1:pos:R:3:forces:R:3:mulliken_charge:R:1
C -3.224 -0.383 -0.680 -1.2 0.2 -0.7 0.362
C 0.347 1.599 -2.601 3.7 -0.5 3.2 -0.877
C 0.194 1.093 -1.229 -1.5 1.4 -1.2 -0.202
C 1.690 1.830 -2.854 -2.1 -0.5 -1.4 -0.268
C 1.336 0.929 -0.548 3.0 -1.2 1.9 0.006
C 2.321 1.231 1.949 1.9 1.5 2.5 -1.183
C -2.775 -1.249 0.324 1.0 -1.5 -0.1 -0.565
C -1.480 -1.959 -0.119 0.5 2.3 1.7 -1.134
C -0.348 -1.757 0.896 0.4 -3.2 0.2 -0.548
C 1.668 0.337 1.016 -2.9 -1.2 -4.4 0.143
N -3.611 0.331 -1.478 -0.2 0.9 -1.0 -0.465
O -0.121 -0.164 2.923 -0.4 0.2 2.2 -0.665
S 2.700 1.369 -1.566 -0.1 -0.2 0.2 -0.186
S -0.181 0.008 1.481 1.7 -1.2 -0.8 0.387
H -0.342 1.969 -3.264 -2.0 0.3 -1.2 0.468
H -0.758 1.163 -0.740 -0.4 -0.6 -0.1 0.531
H 1.899 2.128 -3.900 0.9 0.0 1.1 0.356
H 2.386 2.327 1.728 -0.3 -1.0 -0.3 0.299
H 3.382 0.855 2.046 -1.0 0.7 0.1 0.350
H 1.863 1.159 2.985 0.4 -0.2 -1.1 0.354
H -3.374 -2.092 0.553 -1.6 -0.3 -0.1 0.375
H -2.801 -0.681 1.213 0.8 0.6 1.3 0.383
H -1.183 -1.708 -1.100 0.5 1.2 -1.0 0.487
H -1.737 -2.940 -0.287 -0.3 -2.7 0.3 0.603
H -0.572 -2.451 1.893 0.7 2.2 -2.3 0.305
H 0.526 -2.264 0.343 -0.6 1.2 1.3 0.313
H 2.195 -0.679 1.015 -1.0 1.4 -0.4 0.372
```
Forces are in eV/Å.

***

[7]
C10H13NS in the gas phase in a non-equilibrium geometry, computed with wB97M-V/def2-TZVPD.

Properties
SMILES ... CC1=C/N=C(/C)S\C(C)=C/C=C\1
2S+1 ... 1
Orbital gap ... 8.72 eV
ΔE to the lowest compared entry with this formula, charge and spin ... 292.41 kJ/mol

Structure (XYZ):
```
25
Properties=species:S:1:pos:R:3:forces:R:3:mulliken_charge:R:1
C 1.452 -2.505 -1.802 -0.7 -3.2 -0.8 -1.487
C 0.437 -1.613 -1.240 0.3 2.5 0.5 0.566
C -0.750 -1.959 -0.737 2.1 -2.0 -0.4 -0.224
N -1.761 -1.157 -0.362 -0.6 0.4 0.1 -0.410
C -1.907 -0.039 0.206 -0.7 -1.4 -0.4 0.621
C -3.351 0.457 0.175 1.0 2.7 -2.9 -1.114
S -1.069 1.094 1.309 0.5 0.5 0.6 -0.330
C 0.701 1.435 1.465 0.1 -1.3 0.4 0.580
C 1.030 1.905 2.880 -0.1 -0.9 1.4 -1.411
C 1.595 1.356 0.471 -2.9 -1.5 1.2 -0.418
C 1.246 0.928 -0.854 -0.1 2.2 -2.5 -0.262
C 0.806 -0.163 -1.510 0.0 -0.2 0.3 -0.435
H 2.278 -2.589 -1.187 2.2 0.8 1.3 0.384
H 1.767 -2.364 -2.813 0.3 1.0 -0.7 0.351
H 1.298 -3.617 -1.855 -1.3 0.7 0.3 0.362
H -0.850 -3.078 -0.841 -0.9 1.2 0.6 0.239
H -3.198 1.573 -0.103 -0.8 -1.4 0.8 0.317
H -3.809 0.393 1.146 -0.6 -0.2 0.1 0.307
H -3.854 0.067 -0.787 0.5 0.0 2.2 0.285
H 0.975 2.959 2.894 0.5 1.5 -0.2 0.366
H 2.039 1.569 3.297 -1.4 0.4 -0.9 0.307
H 0.256 1.710 3.691 0.8 -0.6 -1.3 0.360
H 2.533 1.768 0.588 2.1 0.7 0.4 0.480
H 1.390 1.955 -1.446 -0.2 -2.6 0.2 0.186
H 0.746 -0.086 -2.584 0.0 0.7 -0.4 0.377
```
Forces are in eV/Å.

***

[8]
C10H13O4P in the gas phase in a non-equilibrium geometry, computed with wB97M-V/def2-TZVPD.

Properties
SMILES ... COP(=O)(OC)[C@]1(O)Cc2ccccc21
2S+1 ... 1
Orbital gap ... 10.05 eV
ΔE to the lowest compared entry with this formula, charge and spin ... 103.05 kJ/mol

Structure (XYZ):
```
28
Properties=species:S:1:pos:R:3:forces:R:3:mulliken_charge:R:1
C 1.806 1.020 -2.410 -1.0 3.9 -0.8 -0.885
O 1.109 0.924 -1.168 -0.1 -2.5 0.7 -0.322
P 1.440 -0.481 -0.329 2.4 2.3 -1.1 0.883
O 2.724 -1.021 -0.817 -0.7 -0.8 -0.2 -0.828
O 1.615 0.094 1.127 -0.3 0.1 0.4 -0.198
C 2.723 0.951 1.401 0.2 0.1 4.0 -0.741
C -0.019 -1.475 -0.090 -0.8 0.3 -0.7 1.774
O 0.279 -2.754 0.339 -0.5 -0.8 -0.7 -0.630
C -1.046 -1.418 -1.283 1.0 -0.9 -2.2 -1.146
C -1.846 -0.465 -0.424 -0.7 -0.4 -2.7 0.710
C -3.016 0.244 -0.425 0.0 1.7 0.8 -0.741
C -3.312 0.941 0.773 0.4 -1.3 -0.4 -0.475
C -2.393 0.758 1.840 -2.2 0.2 1.5 -0.555
C -1.302 -0.083 1.827 -0.6 0.9 -1.4 -0.755
C -1.025 -0.613 0.612 0.6 -0.7 1.6 -0.499
H 1.061 1.276 -3.227 0.8 -0.9 0.8 0.253
H 2.543 0.304 -2.638 0.2 -1.4 -0.1 0.425
H 2.382 1.970 -2.314 -0.2 -0.5 -0.1 0.274
H 2.253 1.823 2.003 1.0 -1.1 -1.2 0.261
H 3.281 1.310 0.529 -0.2 -0.4 0.3 0.302
H 3.384 0.366 2.239 -1.1 1.5 -2.4 0.228
H 0.698 -2.767 1.186 0.5 0.2 0.9 0.426
H -1.518 -2.409 -1.427 0.2 0.5 0.3 0.330
H -0.589 -1.172 -2.315 -0.9 0.1 1.6 0.200
H -3.552 0.422 -1.329 -0.7 -0.2 -0.4 0.423
H -4.311 1.423 0.891 1.3 -0.1 0.0 0.346
H -2.710 1.109 2.827 0.2 0.3 -0.4 0.318
H -0.660 -0.274 2.603 1.1 -0.1 2.2 0.621
```
Forces are in eV/Å.

***

[9]
4 unconnected molecules or ions with the total composition C10H14BBrF9O12S3 in a non-equilibrium geometry, computed with wB97M-V/def2-TZVPD.

Properties
Net charge ... -1
2S+1 ... 1
Orbital gap ... 7.04 eV

Structure (XYZ):
```
50
Properties=species:S:1:pos:R:3:forces:R:3:mulliken_charge:R:1
F 1.150 -4.483 1.518 0.1 1.2 0.6 -0.188
C 1.791 -3.336 1.784 1.5 -0.7 -0.3 0.564
F 2.014 -3.176 3.106 -0.7 -0.1 -1.0 -0.234
F 3.044 -3.485 1.225 -0.9 0.2 0.3 -0.286
C 1.146 -2.079 1.095 0.7 0.6 -0.1 0.571
F 2.134 -1.094 1.102 -0.7 -0.7 0.2 -0.307
F 0.952 -2.387 -0.212 -0.2 0.3 1.2 -0.183
C -0.086 -1.444 1.837 -0.6 0.4 1.4 0.701
F -0.526 -0.351 1.122 0.5 -1.2 0.2 -0.308
F 0.374 -0.913 3.046 0.2 -0.5 -1.2 -0.330
C -1.282 -2.385 2.191 -2.2 -0.4 -0.3 0.197
F -0.942 -3.363 3.127 0.8 1.3 -0.5 -0.324
F -2.215 -1.551 2.865 1.3 -0.3 0.0 -0.350
B -2.078 -3.039 0.927 0.0 0.2 -0.7 0.646
Br -3.157 -4.697 1.479 0.0 -0.2 0.2 -0.437
H -1.377 -3.363 0.025 0.4 -0.2 0.1 -0.323
H -2.897 -2.280 0.480 0.1 0.3 0.2 -0.237
C 0.677 -3.638 -5.092 0.1 0.5 0.0 -0.328
C 1.973 -4.208 -4.544 0.1 -0.4 -0.4 -0.350
O 1.708 -4.464 -3.166 -0.4 0.3 -0.1 -0.313
S 0.151 -4.872 -2.990 -0.1 0.2 0.2 1.031
O 0.063 -6.289 -2.952 -0.1 0.2 0.0 -0.596
O -0.421 -4.038 -1.998 0.3 -0.4 -0.3 -0.465
O -0.359 -4.374 -4.443 0.4 -0.4 0.1 -0.340
H 0.565 -2.584 -4.825 0.1 0.0 0.0 0.275
H 0.602 -3.748 -6.172 -0.2 -0.1 0.1 0.310
H 2.809 -3.520 -4.652 0.0 0.0 0.3 0.318
H 2.220 -5.159 -5.024 0.0 0.1 -0.1 0.282
C 1.064 2.710 0.235 0.3 -0.6 -0.6 -0.271
C 2.435 2.275 0.706 -0.3 -0.1 0.6 -0.138
O 3.354 3.067 -0.048 -0.1 0.4 -0.5 -0.360
S 2.689 4.504 -0.347 -0.7 -0.8 0.1 1.061
O 3.174 5.432 0.618 0.0 0.2 -0.4 -0.581
O 2.770 4.745 -1.747 0.3 0.3 0.2 -0.568
O 1.163 4.137 0.037 3.5 -0.6 -1.6 -0.191
H 0.810 2.250 -0.723 0.0 0.0 0.0 0.218
H 0.293 2.480 0.959 0.1 0.1 -0.1 0.466
H 2.613 1.215 0.538 0.1 0.1 -0.1 0.135
H 2.579 2.505 1.765 -0.1 -0.1 0.0 0.303
C -3.458 5.830 2.001 -0.5 0.0 -0.2 -0.352
C -3.556 4.318 2.075 0.1 0.0 0.6 -0.333
O -2.792 3.848 0.964 0.1 0.6 -0.4 -0.333
S -1.571 4.868 0.687 -0.5 0.0 0.7 1.224
O -0.403 4.352 1.307 -3.1 1.2 1.7 -0.531
O -1.606 5.247 -0.680 0.2 -0.2 0.1 -0.607
O -2.119 6.099 1.582 0.2 -0.5 0.0 -0.328
H -4.139 6.234 1.247 0.0 0.0 0.0 0.287
H -3.659 6.304 2.960 0.2 0.0 0.0 0.303
H -4.582 3.963 2.012 0.1 -0.1 -0.2 0.309
H -3.095 3.935 2.989 -0.1 0.0 0.0 0.289
```
Forces are in eV/Å.